[1]
{"formula": "C5H6AuCl2O4Y", "method": "ωB97M-V with the def2-TZVPD basis set", "charge": 4, "homo_lumo_gap_ev": [8.9, 6.1], "spin_multiplicity": 3, "s_squared": 2.02, "symbols": ["Y", "Au", "Cl", "Cl", "C", "C", "C", "O", "O", "O", "C", "C", "O", "H", "H", "H", "H", "H", "H"], "xyz": [[2.75620, -0.87864, 0.56268], [0.13596, -0.87113, -0.35837], [1.88143, 1.24065, -0.55269], [0.92033, -1.59833, 2.27701], [-1.40826, -2.07990, -0.08139], [4.53512, -0.82015, -1.18927], [3.82724, -3.05916, 0.92061], [-2.27377, -2.80785, 0.11059], [5.40637, -0.68142, -1.95463], [4.33526, -4.06278, 1.23376], [-2.76974, 2.47662, 0.08721], [-2.18570, 1.07308, 0.05417], [-0.86197, 1.40347, -0.44142], [-2.13239, 3.09644, 0.74373], [-3.81413, 2.42978, 0.44155], [-2.70113, 2.88347, -0.93346], [-2.11455, 0.63472, 1.05973], [-2.74098, 0.36958, -0.59704], [-0.79530, 1.25156, -1.38277]], "atomic_forces_ev_per_a": [[2.102, 1.133, 1.087], [0.090, 1.715, -0.223], [-0.697, -2.149, 0.126], [-0.407, 0.053, -0.357], [-3.996, -4.566, 0.904], [5.779, 0.882, -5.021], [3.517, -7.004, 2.120], [3.550, 3.195, -0.834], [-5.128, -0.859, 4.447], [-2.952, 5.847, -1.907], [1.156, 3.292, -0.657], [0.556, -2.622, -0.575], [-2.156, -0.236, 1.963], [-0.684, -0.051, -0.111], [-0.383, -0.686, 0.297], [-0.406, 0.016, 0.369], [0.186, 0.688, 0.162], [0.266, 0.644, -0.131], [-0.393, 0.709, -1.658]]}



[2]
{"formula": "C5H6Br2", "method": "ωB97M-V with the def2-TZVPD basis set", "charge": 0, "homo_lumo_gap_ev": [7.3, 8.6], "symbols": ["C", "C", "C", "C", "C", "Br", "Br", "H", "H", "H", "H", "H", "H"], "xyz": [[-0.35514, 0.66074, 0.93412], [-0.53078, -0.79025, 0.62947], [0.95286, 0.17515, -1.43086], [-0.00639, 0.14356, -0.36234], [2.35504, -0.08278, -0.88898], [3.11637, 1.18060, 0.41087], [2.56366, -1.94331, -0.27223], [-1.18726, 1.31662, 1.12823], [0.44424, 0.99282, 1.57228], [-0.05861, -1.58533, 0.98054], [-1.52405, -1.10581, 0.62226], [0.92192, -0.49509, -2.26801], [1.10294, 1.10743, -1.85727]], "atomic_forces_ev_per_a": [[1.032, 1.056, 0.913], [-1.647, 2.597, -1.537], [1.779, -0.214, 0.015], [-0.998, -1.007, -0.205], [0.266, -0.946, 2.030], [-0.486, -0.672, -0.891], [0.193, 0.890, -0.343], [-0.625, -0.105, -0.393], [0.614, -0.108, 0.259], [3.168, -2.854, 1.861], [-1.993, -0.117, -0.737], [-0.932, -0.758, -0.154], [-0.370, 2.239, -0.819]]}



[3]
{"formula": "C5H6Br2N2O2", "method": "ωB97M-V with the def2-TZVPD basis set", "charge": 0, "smiles": "NN1C(=O)C=C(Br)[C@@]1(O)CBr", "homo_lumo_gap_ev": 10.1, "symbols": ["N", "N", "C", "O", "C", "C", "Br", "C", "O", "C", "Br", "H", "H", "H", "H", "H", "H"], "xyz": [[0.61826, 1.17854, -0.77316], [-0.12271, 0.64029, 0.22145], [-0.67863, 1.28524, 1.25992], [-0.80272, 2.48786, 1.34433], [-1.13043, 0.24693, 2.25468], [-0.70566, -0.93291, 1.80035], [-0.66334, -2.56896, 2.70565], [-0.15330, -0.80098, 0.32962], [0.99074, -1.47851, 0.13783], [-1.07176, -1.41881, -0.75622], [-2.65659, -0.27964, -1.10525], [1.37319, 1.77321, -0.52646], [-0.02218, 1.44400, -1.59462], [-1.39846, 0.68831, 3.26936], [1.85159, -0.92119, 0.10076], [-1.60568, -2.28092, -0.42363], [-0.45377, -1.30630, -1.60565]], "atomic_forces_ev_per_a": [[-2.012, -0.329, -3.226], [1.362, -1.271, 0.064], [-1.234, 0.897, 0.601], [0.234, -0.149, 0.227], [0.970, 1.064, 1.044], [-0.296, 0.510, -0.374], [-0.116, 0.120, -0.237], [-2.280, 0.263, 1.534], [4.146, 0.295, -0.151], [-1.263, 2.217, 1.405], [0.221, 0.007, -0.040], [0.108, 0.766, 0.295], [1.787, 0.093, 1.738], [-0.004, -1.316, -1.470], [-2.467, -1.022, 0.194], [0.711, -1.162, -0.373], [0.133, -0.984, -1.230]]}



[4]
{"formula": "C5H6Br2S", "method": "ωB97M-V with the def2-TZVPD basis set", "charge": 0, "homo_lumo_gap_ev": [8.4, 7.6], "symbols": ["C", "C", "C", "C", "C", "S", "Br", "Br", "H", "H", "H", "H", "H", "H"], "xyz": [[1.57585, -0.38701, 1.46323], [1.65102, 0.85380, 1.42398], [0.07305, 0.85943, -0.80620], [-0.74882, -0.04372, -0.01833], [-1.36109, -1.19243, -0.69930], [0.88987, 2.01949, 0.27004], [1.40708, -0.11660, -1.88455], [-1.86024, 0.76441, 1.26086], [1.22189, -1.27272, 0.98029], [2.29424, 1.52546, 2.04133], [-0.68454, 1.42860, -1.34720], [-1.65949, -2.17395, -0.13278], [-0.55245, -1.48687, -1.39355], [-2.24637, -0.77789, -1.15782]], "atomic_forces_ev_per_a": [[-0.454, -3.253, -0.072], [0.868, 4.766, 0.064], [0.423, 0.678, 0.749], [-0.468, -1.530, 1.428], [0.634, -2.166, 0.416], [0.420, 0.271, -0.149], [-0.377, 0.450, -0.271], [-0.211, 0.032, 0.237], [-0.056, -0.251, 0.184], [-0.377, -0.899, -0.115], [0.616, 0.335, -0.991], [0.558, 2.196, -0.480], [-1.112, -0.247, -0.252], [-0.464, -0.381, -0.748]]}



[5]
{"formula": "C5H6Br2SSi", "method": "ωB97M-V with the def2-TZVPD basis set", "charge": 0, "homo_lumo_gap_ev": [6.7, 5.4], "spin_multiplicity": 3, "s_squared": 2.01, "symbols": ["C", "C", "C", "C", "C", "Si", "S", "Br", "Br", "H", "H", "H", "H", "H", "H"], "xyz": [[1.14642, 1.87012, -1.72767], [0.31291, 0.73258, -1.73015], [1.79487, 1.82002, -0.47045], [0.38563, -0.10601, -0.64471], [-1.02400, -2.03877, 1.66984], [-0.80422, -1.47598, -0.17205], [1.58787, 0.50388, 0.47098], [-2.33577, -1.63237, -1.76353], [-1.32368, 0.84769, 3.39035], [1.22181, 2.57549, -2.57615], [-0.36448, 0.44932, -2.49908], [2.59768, 2.57618, -0.13294], [-1.76094, -2.80410, 1.83181], [-0.03893, -2.12543, 2.03204], [-1.39516, -1.19261, 2.32170]], "atomic_forces_ev_per_a": [[0.297, -0.928, 1.933], [-0.304, -0.509, -0.294], [2.759, 4.353, -2.181], [-0.578, -0.374, 1.347], [-1.568, 3.112, -0.637], [1.433, -0.873, -0.171], [-1.387, -1.326, 0.270], [-0.373, 0.169, 0.319], [0.006, 0.179, 0.061], [0.132, -0.339, 1.070], [-0.457, 0.172, -0.701], [-1.420, -1.276, -0.644], [0.298, -0.756, -0.110], [1.189, -1.065, 0.418], [-0.025, -0.538, -0.681]]}



[6]
{"formula": "C5H6Br3P", "method": "ωB97M-V with the def2-TZVPD basis set", "charge": 0, "homo_lumo_gap_ev": [6.9, 6.9], "symbols": ["C", "C", "C", "C", "C", "P", "Br", "Br", "Br", "H", "H", "H", "H", "H", "H"], "xyz": [[-1.05847, -0.56243, -0.68062], [-0.91885, -1.46098, 0.40726], [-0.06061, 0.39953, -1.15592], [0.37146, -1.61852, 0.92381], [0.08997, 1.50853, 0.04119], [1.01164, 0.87797, 1.50483], [0.99437, 2.98520, -0.91679], [-1.58779, 2.19049, 0.71545], [2.94613, 0.38428, 0.61227], [-2.06647, -0.31222, -0.93422], [-1.89328, -1.79578, 0.73690], [1.01229, 0.10572, -1.42087], [-0.45225, 0.86017, -2.06460], [0.49338, -2.12533, 1.98751], [1.11848, -1.43664, 0.24381]], "atomic_forces_ev_per_a": [[0.195, -1.971, 2.074], [-0.887, 2.532, -3.461], [0.566, 0.186, 0.241], [-1.588, 0.529, 4.857], [0.866, -0.256, -1.655], [-0.855, -1.197, 0.231], [0.032, -0.098, 0.452], [-0.007, -0.296, 0.059], [0.835, 0.171, -0.278], [-0.481, -0.131, -0.484], [0.430, -0.514, 0.708], [-1.435, -0.018, 0.727], [0.073, 0.376, 0.253], [0.228, 0.930, -2.722], [2.028, -0.244, -1.002]]}



[7]
{"formula": "C5H6BrCl", "method": "ωB97M-V with the def2-TZVPD basis set", "charge": 0, "homo_lumo_gap_ev": 9.9, "symbols": ["C", "C", "C", "C", "C", "Cl", "Br", "H", "H", "H", "H", "H", "H"], "xyz": [[2.58759, 0.79556, 0.62565], [-1.08444, -0.06798, -0.06311], [1.36144, 1.22462, 0.43406], [0.17890, -0.26525, -0.39960], [-2.25815, -0.92485, -0.49598], [0.55602, 2.58025, 0.66634], [1.21237, -1.52029, -1.17611], [3.34638, 1.48518, 1.06102], [2.76936, -0.28484, 0.36368], [-1.28987, 0.62525, 0.66968], [-1.80117, -2.04317, -0.57502], [-2.61366, -0.56940, -1.48009], [-2.96479, -1.03509, 0.36948]], "atomic_forces_ev_per_a": [[0.423, 0.052, 0.339], [0.267, -2.671, -1.738], [-0.620, -6.182, -2.359], [1.446, 4.612, 2.958], [1.805, -2.793, 0.794], [-1.353, 2.739, 0.582], [-0.026, -0.921, -0.813], [-0.401, -0.896, -0.410], [0.294, 1.507, 0.426], [-0.268, 2.018, 1.140], [-1.251, 2.436, -0.362], [-0.428, -0.438, 0.742], [0.112, 0.537, -1.300]]}



[8]
{"formula": "C5H6BrF", "method": "ωB97M-V with the def2-TZVPD basis set", "charge": 0, "smiles": "F[C@]1(Br)CC12CC2", "homo_lumo_gap_ev": 11.0, "symbols": ["F", "C", "Br", "C", "C", "C", "C", "H", "H", "H", "H", "H", "H"], "xyz": [[0.19391, 1.42000, 2.18125], [-0.32302, 0.27369, 1.25808], [-2.26645, 0.19228, 1.68149], [0.54155, -0.93286, 1.07006], [0.17054, -0.01021, -0.06702], [0.65625, 0.74376, -1.30142], [-0.48399, -0.17814, -1.35354], [-0.05240, -1.91460, 1.23247], [1.54579, -1.11003, 1.42841], [1.67171, 0.46798, -1.59419], [0.29906, 1.85970, -1.44086], [-1.46397, 0.39573, -1.34447], [-0.48899, -1.20731, -1.75026]], "atomic_forces_ev_per_a": [[-0.914, -2.743, -2.749], [0.028, 2.413, 2.954], [1.452, -0.118, -0.321], [-1.415, -1.933, 0.279], [0.281, 0.939, 0.668], [0.376, 1.934, 0.459], [-2.770, -0.485, -0.362], [0.868, 1.626, -0.830], [0.132, 0.855, 0.233], [-0.490, 0.228, -0.343], [1.320, -2.353, 0.629], [1.054, -1.185, -0.500], [0.078, 0.822, -0.121]]}



[9]
{"formula": "C5H6BrFN2", "method": "ωB97M-V with the def2-TZVPD basis set", "charge": 0, "smiles": "N[C@@]1(F)C=CC=CN1Br", "homo_lumo_gap_ev": 7.9, "symbols": ["N", "C", "F", "C", "C", "C", "C", "N", "Br", "H", "H", "H", "H", "H", "H"], "xyz": [[-0.90138, -0.13711, -1.90647], [-0.32519, 0.47642, -0.81978], [-0.13260, 1.87271, -1.22324], [-1.24681, 0.47398, 0.34249], [-0.82553, 0.04542, 1.55653], [0.51984, -0.42558, 1.81018], [1.41331, -0.27787, 0.81239], [1.05058, -0.02767, -0.47300], [2.36865, -0.15052, -1.83251], [-0.93075, -1.12675, -1.72443], [-0.26119, -0.05473, -2.70136], [-2.30269, 0.59106, 0.09211], [-1.58247, 0.09542, 2.39476], [0.75834, -0.66271, 2.84288], [2.39789, -0.69208, 0.82945]], "atomic_forces_ev_per_a": [[0.234, -0.702, -2.107], [1.630, 1.819, 0.737], [-0.040, -1.170, 0.201], [0.603, -1.197, 0.862], [-1.325, 0.401, 0.352], [-0.756, 1.469, 0.522], [0.245, -1.773, -0.307], [-1.429, 1.019, -0.592], [-0.975, 0.203, 0.844], [-0.385, -0.392, 0.160], [-0.399, 0.218, -0.042], [0.448, 0.439, 0.134], [1.034, -0.382, -0.967], [0.439, -0.130, -0.436], [0.673, 0.177, 0.640]]}



[10]
{"formula": "C5H6BrN", "method": "ωB97M-V with the def2-TZVPD basis set", "charge": 0, "smiles": "C[C@@]1(Br)C=CC=N1", "homo_lumo_gap_ev": 9.3, "symbols": ["C", "C", "Br", "C", "C", "C", "N", "H", "H", "H", "H", "H", "H"], "xyz": [[-0.07788, 1.80108, 0.34937], [-0.66497, 0.17085, 0.02126], [-2.57118, 0.30097, -0.33611], [0.16554, -0.40707, -1.09438], [0.83361, -1.43261, -0.49838], [0.43021, -1.53725, 0.85094], [-0.44320, -0.63258, 1.13393], [-0.52463, 2.25437, 1.32188], [-0.34765, 2.39324, -0.57657], [0.88466, 1.57813, 0.45456], [0.15192, 0.01998, -2.12503], [1.47178, -2.22527, -0.95283], [0.69178, -2.28383, 1.45136]], "atomic_forces_ev_per_a": [[-5.787, -1.061, -0.495], [0.975, 3.445, -0.319], [0.186, -0.121, -0.157], [-0.035, -0.165, -0.117], [0.889, -0.651, -3.250], [-2.383, 3.608, -1.923], [-0.145, -0.823, 2.471], [0.567, -1.077, -1.885], [0.507, -0.586, 1.263], [4.228, -0.233, 0.388], [0.227, -0.741, 1.057], [-0.348, 1.129, 0.105], [1.120, -2.723, 2.862]]}